Arrangement i

Density functional theory data (the ωB97M-V functional and the def2-TZVPD basis) for 2 unconnected molecules or ions with the total composition C3H12NOS.

```
18
C3H12NOS (the ωB97M-V functional and the def2-TZVPD basis)
C -0.80 2.78 -0.68
O -0.73 1.69 0.28
H -0.74 2.39 -1.70
H -1.71 3.34 -0.50
H 0.08 3.41 -0.54
H -1.55 1.20 0.18
C 0.68 -1.25 -0.42
C -0.02 -1.78 0.82
S -0.92 -3.29 0.36
N 1.42 0.00 -0.11
H -0.07 -1.02 -1.18
H 1.36 -2.00 -0.81
H -0.73 -1.09 1.26
H 0.69 -1.99 1.63
H -1.66 -3.33 1.48
H 1.92 0.38 -0.91
H 2.09 -0.16 0.64
H 0.70 0.73 0.21
```

Calculated values
**Orbital gap**: 9.447 eV
**HOMO**: -12.838 eV
**Total charge**: +1

***

Arrangement ii

Density functional theory data (the ωB97M-V functional and the def2-TZVPD basis) for 2 unconnected molecules or ions with the total composition C3H12NOS.

```
18
C3H12NOS (the ωB97M-V functional and the def2-TZVPD basis)
C -1.57 -0.76 0.20
C -0.59 -0.69 -0.93
C 0.80 0.08 -0.60
S 1.74 0.42 -2.22
N -0.28 -2.17 -1.37
H -2.26 -1.66 0.19
H -2.14 0.17 0.21
H -0.94 -0.71 1.11
H -0.89 -0.31 -1.93
H 0.73 0.94 0.02
H 1.35 -0.63 0.03
H 1.26 1.07 -3.31
H 0.77 -2.16 -1.51
H -0.55 -2.98 -0.83
H -0.60 -2.25 -2.35
H 1.38 4.22 3.78
H 0.48 3.77 4.92
O 1.33 3.64 4.57
```

Calculated values
**Orbital gap**: 9.936 eV
**HOMO**: -13.514 eV
**Total charge**: +1

***

Most stable: arrangement i. Least stable: arrangement ii.

***

Arrangement i

Density functional theory data (the ωB97M-V functional and the def2-TZVPD basis) for a gas-phase ion, CH5N2 (charge +1).

```
8
CH5N2 (the ωB97M-V functional and the def2-TZVPD basis)
C 0.21 0.14 0.46
N 0.16 -1.12 0.51
N -0.11 0.99 -0.98
H 0.88 0.68 1.24
H 0.60 -1.51 1.22
H -0.58 -1.61 -0.04
H -0.63 1.91 -0.74
H -0.53 0.51 -1.67
```

Calculated values
**Orbital gap**: 10.630 eV
**SMILES**: NC=[NH2+]
**HOMO**: -16.312 eV
**Total charge**: +1

***

Arrangement ii

Density functional theory data (the ωB97M-V functional and the def2-TZVPD basis) for a gas-phase ion, CH5N2 (charge +1).

```
8
CH5N2 (the ωB97M-V functional and the def2-TZVPD basis)
N -0.04 -1.17 -0.06
C 0.27 0.06 -0.38
N -0.28 1.05 0.29
H -0.63 -1.42 0.71
H 0.53 -1.83 -0.59
H 0.97 0.35 -1.21
H -0.16 2.02 0.01
H -0.66 0.93 1.24
```

Calculated values
**Orbital gap**: 12.248 eV
**SMILES**: NC=[NH2+]
**HOMO**: -16.576 eV
**Total charge**: +1

***

Most stable: arrangement ii. Least stable: arrangement i.

***

Arrangement i

Density functional theory data (the ωB97M-V functional and the def2-TZVPD basis) for 2 unconnected molecules or ions with the total composition C2H10NS.

```
14
C2H10NS (the ωB97M-V functional and the def2-TZVPD basis)
N -1.94 0.68 -1.06
H -2.10 0.01 -0.30
H -1.67 0.10 -1.87
H -1.05 1.00 -0.78
H -2.75 1.21 -1.09
C 0.09 -1.84 0.42
C 0.50 -0.54 0.99
S 1.00 0.80 -0.14
H -0.87 -1.63 -0.17
H 0.80 -2.43 -0.13
H -0.25 -2.52 1.29
H 1.33 -0.71 1.72
H -0.36 -0.11 1.69
H 0.91 1.84 0.76
```

Calculated values
**2S+1**: 2
**Orbital gap (alpha / beta)**: 4.305 / 10.253 eV
**HOMO (alpha / beta)**: -3.575 / -9.753 eV
**⟨S²⟩**: 0.751
**Total charge**: 0

***

Arrangement ii

Density functional theory data (the ωB97M-V functional and the def2-TZVPD basis) for 2 unconnected molecules or ions with the total composition C2H10NS.

```
14
C2H10NS (the ωB97M-V functional and the def2-TZVPD basis)
N 0.95 -0.26 -2.39
H 0.41 0.29 -3.09
H 1.73 -0.71 -2.92
H 1.42 0.47 -1.79
H 0.43 -0.99 -1.89
C 1.13 -0.09 1.68
C -0.03 0.73 1.16
S -1.23 -0.12 0.09
H 1.24 -1.04 1.15
H 1.08 -0.28 2.75
H 2.07 0.41 1.46
H -0.56 1.26 1.95
H 0.27 1.54 0.49
H -1.76 -0.99 0.97
```

Calculated values
**2S+1**: 2
**Orbital gap (alpha / beta)**: 4.751 / 10.063 eV
**HOMO (alpha / beta)**: -3.963 / -9.471 eV
**⟨S²⟩**: 0.750
**Total charge**: 0

***

Most stable: arrangement ii. Least stable: arrangement i.

***

Arrangement i

Density functional theory data (the ωB97M-V functional and the def2-TZVPD basis) for 2 unconnected molecules or ions with the total composition C3H8NO2S.

```
15
C3H8NO2S (the ωB97M-V functional and the def2-TZVPD basis)
C 3.16 0.69 -0.28
C -2.18 -1.14 0.30
C -2.51 0.28 -0.21
N -1.87 1.34 0.00
O 0.77 0.57 0.93
O 1.40 -1.36 -0.44
S 1.34 0.09 -0.42
H 3.54 1.06 -1.22
H 3.92 -0.05 -0.02
H -1.20 -1.06 0.78
H -2.99 -1.47 1.02
H -2.01 -1.84 -0.67
H 3.02 1.50 0.52
H -3.39 0.27 -0.82
H -1.01 1.11 0.54
```

Calculated values
**Orbital gap**: 7.394 eV
**HOMO**: -3.345 eV
**Total charge**: -1

***

Arrangement ii

Density functional theory data (the ωB97M-V functional and the def2-TZVPD basis) for 2 unconnected molecules or ions with the total composition C3H8NO2S.

```
15
C3H8NO2S (the ωB97M-V functional and the def2-TZVPD basis)
O 2.50 -2.00 -1.09
C 1.54 -1.29 -0.86
C 1.74 0.17 -0.48
C 0.65 1.03 -1.12
S -1.09 0.48 -0.73
N 1.74 0.35 0.97
H 0.54 -1.70 -0.95
H 2.71 0.42 -0.90
H 0.69 2.05 -0.69
H 0.70 1.19 -2.16
H 1.58 -0.54 1.42
H 0.93 0.90 1.20
H -4.75 0.69 2.16
H -3.70 0.15 3.21
O -4.59 0.52 3.09
```

Calculated values
**Orbital gap**: 6.403 eV
**HOMO**: -2.857 eV
**Total charge**: -1

***

Most stable: arrangement ii. Least stable: arrangement i.

***

Arrangement i

Density functional theory data (the ωB97M-V functional and the def2-TZVPD basis) for a molecular structure, C41H52AsBr2N3O7Si2Tc.

```
109
C41H52AsBr2N3O7Si2Tc (the ωB97M-V functional and the def2-TZVPD basis)
Tc -0.84 -0.12 0.00
C -2.96 1.75 -6.85
C -2.96 0.24 -6.61
C -4.41 -0.26 -6.63
C -2.17 -0.42 -7.75
C -2.32 -0.13 -5.27
C -1.82 0.82 -4.40
C -1.29 0.39 -3.20
Br -0.54 1.70 -2.02
C -1.24 -0.94 -2.78
O -0.77 -1.27 -1.59
C -1.70 -1.91 -3.69
C -2.24 -1.46 -4.89
C -1.69 -3.42 -3.41
C -0.71 -3.84 -2.30
C -1.27 -4.18 -4.68
C -3.10 -3.83 -3.00
H -3.42 1.97 -7.81
H -1.95 2.16 -6.86
H -3.53 2.27 -6.08
H -4.90 0.04 -7.55
H -4.97 0.16 -5.79
H -4.46 -1.34 -6.56
H -2.64 -0.20 -8.71
H -2.13 -1.50 -7.63
H -1.15 -0.05 -7.78
H -1.83 1.88 -4.62
H -2.63 -2.20 -5.57
H 0.30 -3.49 -2.50
H -0.70 -4.93 -2.26
H -1.02 -3.46 -1.33
H -0.30 -3.84 -5.04
H -1.99 -4.09 -5.49
H -1.19 -5.24 -4.44
H -3.41 -3.31 -2.09
H -3.14 -4.91 -2.81
H -3.83 -3.60 -3.78
C 2.13 -0.49 3.60
O 1.90 -0.46 2.20
C 2.98 -0.41 1.38
C 4.29 -0.36 1.82
C 5.32 -0.33 0.88
Br 7.11 -0.27 1.49
C 5.06 -0.34 -0.47
C 3.74 -0.37 -0.91
C 2.69 -0.39 0.01
O 1.41 -0.43 -0.43
C 3.39 -0.40 -2.32
N 2.15 -0.47 -2.73
C 2.22 -0.50 -4.12
C 1.20 -0.59 -5.07
C 1.58 -0.60 -6.39
C 2.93 -0.53 -6.78
C 3.94 -0.45 -5.85
C 3.56 -0.43 -4.51
N 4.29 -0.36 -3.35
H 2.59 0.44 3.94
H 2.77 -1.34 3.87
H 1.15 -0.60 4.05
H 4.53 -0.35 2.87
H 5.88 -0.32 -1.17
H 1.46 -0.53 -1.44
H 0.17 -0.65 -4.77
H 0.82 -0.67 -7.16
H 3.18 -0.55 -7.83
H 4.98 -0.39 -6.15
H 5.29 -0.30 -3.27
O -3.07 4.91 4.25
C -1.89 4.83 3.91
O -0.89 5.50 4.19
C -1.60 3.64 2.97
C -0.35 3.02 3.00
C -0.12 1.92 2.21
N -1.05 1.42 1.39
C -2.25 2.04 1.34
C -2.56 3.13 2.11
C -3.23 1.39 0.40
O -4.34 1.81 0.22
O -2.76 0.30 -0.18
H 0.42 3.43 3.63
H 0.83 1.39 2.21
H -3.55 3.56 2.07
C -1.34 -5.24 1.30
Si -0.16 -3.85 1.73
C 0.48 -4.14 3.48
C 1.27 -3.75 0.50
As -1.44 -1.86 1.55
Si -2.53 -1.43 3.61
C -3.77 -0.04 3.45
C -1.33 -1.03 5.01
C -3.41 -3.05 3.95
H -0.84 -6.21 1.33
H -1.77 -5.11 0.31
H -2.17 -5.27 2.01
H 0.96 -5.12 3.50
H -0.33 -4.15 4.21
H 1.21 -3.40 3.79
H 1.29 -4.64 -0.13
H 2.23 -3.69 1.02
H 1.18 -2.89 -0.14
H -3.31 0.94 3.56
H -4.51 -0.15 4.24
H -4.30 -0.05 2.50
H -0.89 -0.04 4.88
H -0.54 -1.77 5.11
H -1.89 -1.01 5.94
H -4.09 -3.29 3.14
H -4.00 -2.97 4.87
H -2.72 -3.89 4.08
```

Calculated values
**2S+1**: 4
**Orbital gap (alpha / beta)**: 6.841 / 5.748 eV
**HOMO (alpha / beta)**: -7.669 / -7.655 eV
**⟨S²⟩**: 3.776
**Total charge**: 0

***

Arrangement ii

Density functional theory data (the ωB97M-V functional and the def2-TZVPD basis) for a molecular structure, C41H52AsBr2N3O7Si2Tc.

```
109
C41H52AsBr2N3O7Si2Tc (the ωB97M-V functional and the def2-TZVPD basis)
Tc 0.45 0.74 1.15
C -5.69 1.20 -2.90
C -4.96 -0.11 -3.23
C -4.85 -0.23 -4.76
C -5.79 -1.30 -2.71
C -3.60 -0.12 -2.56
C -3.50 0.05 -1.18
C -2.26 0.01 -0.61
Br -2.09 0.30 1.30
C -1.04 -0.22 -1.27
O 0.08 -0.30 -0.55
C -1.14 -0.35 -2.67
C -2.41 -0.30 -3.25
C 0.05 -0.44 -3.65
C 0.05 0.85 -4.49
C 1.42 -0.56 -3.00
C -0.13 -1.65 -4.58
H -6.65 1.24 -3.42
H -5.09 2.06 -3.22
H -5.88 1.29 -1.83
H -5.85 -0.19 -5.20
H -4.39 -1.17 -5.06
H -4.28 0.60 -5.17
H -6.77 -1.32 -3.19
H -5.94 -1.23 -1.63
H -5.28 -2.24 -2.92
H -4.37 0.21 -0.56
H -2.45 -0.40 -4.32
H 0.15 1.72 -3.83
H -0.88 0.96 -5.05
H 0.88 0.84 -5.19
H 1.62 0.28 -2.35
H 2.19 -0.58 -3.77
H 1.50 -1.49 -2.42
H -1.00 -1.55 -5.23
H -0.24 -2.57 -4.00
H 0.74 -1.76 -5.22
C 0.00 0.25 5.57
O 0.04 -0.45 4.32
C 0.11 -1.80 4.41
C -0.07 -2.49 5.60
C 0.09 -3.87 5.62
Br -0.06 -4.78 7.28
C 0.35 -4.58 4.48
C 0.45 -3.90 3.26
C 0.38 -2.51 3.24
O 0.58 -1.83 2.04
C 0.56 -4.73 2.05
N 0.82 -6.00 2.08
C 0.70 -6.44 0.78
C 0.83 -7.73 0.25
C 0.61 -7.89 -1.11
C 0.28 -6.81 -1.93
C 0.15 -5.53 -1.43
C 0.36 -5.37 -0.06
N 0.28 -4.28 0.77
H -1.00 0.17 6.02
H 0.23 1.28 5.35
H 0.75 -0.15 6.25
H -0.32 -1.97 6.52
H 0.46 -5.65 4.48
H 1.19 -2.37 1.51
H 1.09 -8.56 0.89
H 0.68 -8.88 -1.54
H 0.13 -6.98 -2.99
H -0.12 -4.69 -2.06
H -0.10 -3.38 0.52
O 6.88 -1.55 1.01
C 6.69 -0.38 1.34
O 7.39 0.55 1.74
C 5.16 0.02 1.22
C 4.37 -0.64 0.27
C 3.03 -0.31 0.17
N 2.45 0.58 1.00
C 3.22 1.18 1.95
C 4.57 0.95 2.06
C 2.41 2.03 2.89
O 2.91 2.69 3.77
O 1.13 1.97 2.63
H 4.81 -1.40 -0.35
H 2.39 -0.76 -0.57
H 5.15 1.50 2.79
C -2.24 5.35 0.92
Si -0.93 4.36 1.86
C 0.37 5.55 2.55
C -1.75 3.47 3.32
As -0.05 2.94 0.13
Si 1.92 4.09 -0.56
C 2.72 2.98 -1.87
C 3.23 4.63 0.69
C 1.20 5.63 -1.40
H -2.62 6.18 1.51
H -3.09 4.71 0.65
H -1.83 5.75 -0.01
H -0.07 6.15 3.35
H 0.73 6.23 1.78
H 1.22 5.00 2.96
H -2.66 3.98 3.63
H -1.07 3.45 4.17
H -2.02 2.44 3.08
H 3.21 2.12 -1.40
H 3.47 3.52 -2.44
H 1.97 2.60 -2.56
H 3.58 3.80 1.32
H 2.85 5.41 1.35
H 4.09 5.03 0.16
H 0.38 5.35 -2.06
H 1.96 6.15 -1.98
H 0.81 6.33 -0.66
```

Calculated values
**2S+1**: 4
**Orbital gap (alpha / beta)**: 6.274 / 5.565 eV
**HOMO (alpha / beta)**: -8.000 / -7.976 eV
**⟨S²⟩**: 3.854
**Total charge**: 0

***

Most stable: arrangement i. Least stable: arrangement ii.

***

Arrangement i

Density functional theory data (the ωB97M-V functional and the def2-TZVPD basis) for 2 unconnected molecules or ions with the total composition C14H16O2.

```
32
C14H16O2 (the ωB97M-V functional and the def2-TZVPD basis)
C 0.48 4.15 0.11
C 0.77 1.64 0.03
C 0.86 2.88 -0.63
C 1.60 0.62 -0.47
C 2.36 0.88 -1.60
C 1.51 3.04 -1.85
C 2.22 2.00 -2.43
O 3.26 -0.07 -2.04
H 0.12 1.57 0.87
H 1.74 -0.32 0.05
H -0.49 4.11 0.65
H 0.55 4.98 -0.61
H 1.58 4.09 -2.30
H 3.83 -0.31 -1.30
H 2.80 2.07 -3.34
H 1.29 4.30 0.88
C -2.30 0.72 1.88
C -0.66 -1.19 1.70
C -1.98 -0.72 1.54
C -0.29 -2.42 1.21
C -1.30 -3.21 0.70
C -2.96 -1.48 0.90
C -2.59 -2.76 0.51
O -1.14 -4.47 0.15
H 0.00 -0.48 2.18
H 0.76 -2.78 1.25
H -3.08 0.79 2.67
H -2.65 1.25 1.01
H -3.96 -1.10 0.82
H -0.22 -4.77 0.21
H -3.33 -3.41 0.00
H -1.38 1.16 2.28
```

Calculated values
**Orbital gap**: 9.048 eV
**SMILES**: Cc1ccc(O)cc1.Cc1ccc(O)cc1
**HOMO**: -8.352 eV
**Total charge**: 0

***

Arrangement ii

Density functional theory data (the ωB97M-V functional and the def2-TZVPD basis) for 2 unconnected molecules or ions with the total composition C14H16O2.

```
32
C14H16O2 (the ωB97M-V functional and the def2-TZVPD basis)
C -1.34 3.34 -0.45
C 0.36 1.50 -0.26
C -0.13 2.63 -0.87
C 1.29 0.64 -0.90
C 1.74 0.97 -2.15
C 0.73 3.12 -1.93
C 1.62 2.31 -2.57
O 2.40 0.10 -2.96
H 0.02 1.19 0.72
H 1.72 -0.24 -0.43
H -1.86 2.69 0.26
H -2.06 3.53 -1.25
H 0.78 4.21 -1.98
H 2.28 -0.81 -2.65
H 2.12 2.51 -3.51
H -1.24 4.32 0.04
C -1.85 -0.35 3.75
C 0.03 -1.41 2.47
C -1.33 -1.12 2.59
C 0.57 -2.12 1.42
C -0.26 -2.60 0.41
C -2.12 -1.51 1.51
C -1.60 -2.23 0.43
O 0.28 -3.25 -0.68
H 0.67 -0.95 3.23
H 1.62 -2.38 1.42
H -2.78 0.15 3.46
H -1.28 0.55 4.01
H -3.18 -1.46 1.68
H 0.47 -4.14 -0.46
H -2.32 -2.63 -0.27
H -2.07 -0.98 4.62
```

Calculated values
**Orbital gap**: 8.693 eV
**SMILES**: Cc1ccc(O)cc1.Cc1ccc(O)cc1
**HOMO**: -8.001 eV
**Total charge**: 0

***

Arrangement iii

Density functional theory data (the ωB97M-V functional and the def2-TZVPD basis) for 2 unconnected molecules or ions with the total composition C14H16O2.

```
32
C14H16O2 (the ωB97M-V functional and the def2-TZVPD basis)
C -0.85 1.18 4.71
C 1.51 0.35 4.08
C 0.10 0.27 3.95
C 2.30 -0.35 3.22
C -0.39 -0.68 3.11
C 1.73 -1.32 2.40
C 0.39 -1.61 2.37
O 2.55 -1.95 1.44
H 1.89 0.99 4.87
H 3.32 -0.02 3.08
H -1.31 0.65 5.52
H -1.62 1.56 4.04
H -1.46 -0.83 2.96
H -0.13 -2.35 1.78
H 3.29 -2.29 1.94
H -0.22 2.03 5.04
C 1.79 -0.28 -2.82
C -1.41 1.10 -4.35
C -2.31 0.72 -3.31
C -0.02 0.94 -4.22
C 0.39 0.26 -3.08
C -1.80 0.35 -2.06
C -0.44 0.20 -1.97
O -3.62 0.79 -3.66
H -1.85 1.53 -5.26
H 0.58 1.52 -4.91
H -2.40 0.13 -1.19
H -4.18 0.73 -2.89
H 2.20 0.21 -1.94
H 2.57 -0.15 -3.59
H -0.10 -0.04 -0.97
H 1.84 -1.36 -2.69
```

Calculated values
**Orbital gap**: 8.796 eV
**SMILES**: Cc1ccc(O)cc1.Cc1ccc(O)cc1
**HOMO**: -8.032 eV
**Total charge**: 0

***

Most stable: arrangement i. Least stable: arrangement iii.